This record from OMol25 describes a structure of composition C32H28N5PSe2V. The level of theory is the ωB97M-V functional and the def2-TZVPD basis.

Summary:
* net charge: +3
* calculated total energy: -206733.6826 eV
* multiplicity: 1
* HOMO-LUMO gap (alpha / beta): 5.8 / 5.9 eV
* energy relative to the best compared isomer or geometry (same formula, charge and spin): 11.54 kJ/mol
* HOMO energy (alpha / beta): -16.580 / -16.581 eV
* LUMO energy (alpha / beta): -10.8 / -10.7 eV

```
69
Properties=species:S:1:pos:R:3:lowdin_charge:R:1
V 0.59609 0.14475 -0.22941 0.46
C 5.15718 -5.32280 0.37389 -0.01
C 4.07304 -4.33110 0.12036 -0.20
C 2.90251 -4.71115 -0.56367 0.02
C 1.91696 -3.79950 -0.81216 0.04
C 2.04749 -2.46195 -0.37090 -0.16
N 1.06127 -1.54568 -0.58448 -0.03
C -0.13588 -1.82075 -1.31015 -0.32
C -1.06064 -2.75537 -0.80427 -0.03
C -2.13923 -3.14570 -1.55326 0.02
C -2.36479 -2.60280 -2.83248 -0.19
C -3.55152 -3.01593 -3.63641 0.00
C -1.48804 -1.62874 -3.31090 0.07
C -0.38011 -1.24382 -2.57702 -0.13
N 0.43705 -0.18968 -3.04788 -0.04
C 0.68611 0.25851 -4.29294 0.03
C 1.35086 1.46200 -4.17884 0.03
C 1.45178 1.70223 -2.81144 -0.04
N 0.89625 0.69909 -2.12865 -0.05
C 3.23777 -2.05776 0.28499 -0.07
C 4.22570 -3.00026 0.51278 0.06
N 3.44297 -0.71294 0.66661 -0.02
C 4.58371 -0.22333 1.21418 0.03
C 4.58207 1.13919 1.09186 0.03
C 3.37262 1.43425 0.47382 -0.17
N 2.66801 0.32671 0.21400 -0.09
H 4.74596 -6.31902 0.52773 0.10
H 5.82028 -5.36976 -0.49501 0.12
H 5.75736 -5.04923 1.23950 0.10
H 2.78901 -5.73277 -0.90068 0.14
H 1.03035 -4.09570 -1.35334 0.13
H -0.88677 -3.17668 0.17881 0.15
H -2.82998 -3.88213 -1.16417 0.14
H -3.84579 -4.03814 -3.40713 0.10
H -4.40095 -2.36919 -3.40064 0.12
H -3.35543 -2.93006 -4.70339 0.10
H -1.69892 -1.14004 -4.25355 0.14
H 0.39359 -0.31126 -5.15968 0.16
H 1.71715 2.07875 -4.98065 0.13
H 1.90551 2.53183 -2.29411 0.13
H 5.15573 -2.72487 0.98480 0.12
H 5.32575 -0.87210 1.64158 0.14
H 5.34569 1.82517 1.41375 0.13
H 2.96511 2.40014 0.22676 0.10
Se -1.76302 0.41939 0.05880 0.64
P -1.53060 2.05451 1.55807 0.41
Se 0.64598 1.65281 1.69868 0.64
C -2.47663 1.71133 3.01514 -0.41
C -2.93694 0.42828 3.31736 -0.09
C -3.60842 0.20803 4.50517 -0.04
C -3.80003 1.25535 5.39787 -0.02
C -3.32374 2.52954 5.11281 -0.03
C -2.66178 2.76785 3.92194 -0.06
C -1.89355 3.68075 0.94292 -0.42
C -0.89632 4.53778 0.47373 -0.09
C -1.23824 5.79330 0.00208 -0.04
C -2.57083 6.18660 -0.01900 -0.02
C -3.56888 5.32852 0.42796 -0.03
C -3.23754 4.07743 0.91416 -0.07
H -2.78174 -0.38966 2.62438 0.08
H -3.98558 -0.77748 4.73935 0.12
H -4.32603 1.07692 6.32629 0.13
H -3.47309 3.33559 5.81732 0.13
H -2.29771 3.76175 3.69911 0.12
H 0.14407 4.23904 0.50033 0.07
H -0.46734 6.46995 -0.33915 0.12
H -2.83354 7.17176 -0.38082 0.13
H -4.60380 5.63990 0.40340 0.13
H -4.01760 3.41834 1.27391 0.12
```

---

This record from OMol25 describes a structure of composition C32H29Br2IrN2O4P2 in a non-equilibrium geometry. The level of theory is the ωB97M-V functional and the def2-TZVPD basis.

Summary:
* net charge: +2
* calculated total energy: -206312.0134 eV
* multiplicity: 1
* HOMO-LUMO gap (alpha / beta): 5.7 / 5.7 eV
* energy relative to the best compared isomer or geometry (same formula, charge and spin): 255.63 kJ/mol
* HOMO energy (alpha / beta): -14.469 / -14.469 eV
* LUMO energy (alpha / beta): -8.8 / -8.8 eV

```
72
Properties=species:S:1:pos:R:3:lowdin_charge:R:1
Ir 0.57230 0.88562 0.29711 0.90
C -0.58026 0.53052 3.44588 -0.34
C -1.12446 1.90037 3.04910 -0.34
P -1.26242 2.05891 1.23812 0.89
C -1.32139 3.81008 0.87376 -0.36
C -2.54114 4.47308 0.74325 -0.07
C -2.55423 5.83970 0.51268 -0.04
C -1.36032 6.53807 0.39975 -0.04
C -0.14405 5.88154 0.53993 -0.05
C -0.12265 4.51785 0.77231 -0.10
C -2.83143 1.33779 0.72367 -0.42
C -3.19569 1.48518 -0.61900 -0.17
C -4.37586 0.92551 -1.08035 -0.06
C -5.18493 0.20006 -0.21330 -0.04
C -4.82354 0.04557 1.11679 -0.05
C -3.64439 0.60843 1.58770 -0.08
P 0.80367 -0.01877 2.38241 0.87
C 0.86590 -1.78567 2.67199 -0.37
C -0.23971 -2.53963 2.27408 -0.17
C -0.34277 -3.86764 2.64773 -0.07
C 0.66576 -4.45295 3.40491 -0.04
C 1.77527 -3.71251 3.78600 -0.04
C 1.88133 -2.37712 3.42266 -0.06
C 2.31193 0.76685 2.96274 -0.35
C 3.54245 0.39135 2.40641 -0.11
C 4.71028 0.99398 2.83275 -0.04
C 4.66260 1.98532 3.80791 -0.02
C 3.44986 2.36463 4.36439 -0.03
C 2.27362 1.76616 3.94036 -0.06
H -1.33751 -0.24888 3.34322 0.08
H -0.24489 0.51105 4.48504 0.11
H -0.45402 2.70739 3.35106 0.08
H -2.09138 2.09647 3.51573 0.11
H -3.47493 3.93206 0.82767 0.11
H -3.49798 6.35941 0.42011 0.12
H -1.37674 7.59907 0.18983 0.12
H 0.78311 6.43174 0.45615 0.12
H 0.82876 4.00431 0.86295 0.09
H -2.56365 2.05218 -1.29584 0.12
H -4.66559 1.05357 -2.11479 0.12
H -6.10032 -0.24693 -0.57723 0.12
H -5.46193 -0.50879 1.79136 0.12
H -3.38353 0.48914 2.63153 0.10
H -1.01931 -2.09099 1.66655 0.08
H -1.20662 -4.44760 2.35103 0.12
H 0.58367 -5.49031 3.70072 0.12
H 2.55394 -4.16800 4.38259 0.12
H 2.74124 -1.80248 3.74128 0.11
H 3.57702 -0.37572 1.64561 0.09
H 5.66115 0.69702 2.41050 0.12
H 5.57672 2.46761 4.12734 0.13
H 3.41697 3.12777 5.12987 0.12
H 1.33860 2.07337 4.38745 0.10
Br 0.86456 -3.38703 -0.77337 0.78
C 0.23857 -2.02889 -1.94190 -0.91
Br -0.89388 -0.66461 -1.07970 0.89
H -0.43225 -2.48833 -2.66090 0.02
H 1.06563 -1.51573 -2.41442 0.01
O 5.25706 2.44270 -3.02445 0.18
C 5.39856 1.43094 -2.19343 -0.47
O 6.44816 1.00399 -1.80427 0.16
C 4.17870 0.77124 -1.62749 -0.02
C 4.17628 -0.50253 -1.10674 0.03
N 2.94949 -0.82244 -0.74723 0.04
N 2.28382 0.39620 -0.44610 -0.15
C 2.93946 1.15927 -1.30962 -0.15
C 2.04488 2.31199 -1.85682 -0.52
O 2.49016 3.06233 -2.68990 0.13
O 0.87894 2.27664 -1.30027 -0.18
H 4.31770 2.66869 -3.18661 0.10
H 5.09883 -1.06173 -0.97409 0.18
H 2.82739 -1.68173 -0.21298 0.10
```

---

This record from OMol25 describes a structure of composition C32H29BrCl6IN2NaO2S. The level of theory is the ωB97M-V functional and the def2-TZVPD basis.

Summary:
* net charge: -2
* calculated total energy: -209261.6444 eV
* multiplicity: 1
* HOMO-LUMO gap: 4.3 eV
* energy relative to the best compared isomer or geometry (same formula, charge and spin): 67.87 kJ/mol
* HOMO energy: -0.629 eV
* LUMO energy: 3.7 eV

```
75
Properties=species:S:1:pos:R:3:lowdin_charge:R:1
Na -0.77754 0.60435 0.82384 0.21
Cl -0.77377 -1.87668 3.74876 0.62
C -2.19850 -0.84146 3.48496 -0.68
C -2.58501 -0.56687 2.19231 -0.16
C -3.68343 0.25887 2.10676 -0.70
Cl -4.28470 0.69850 0.49425 0.59
C -4.37062 0.79102 3.19569 -0.71
Cl -5.74968 1.82785 3.01409 0.61
C -3.92886 0.46790 4.47761 -0.71
Cl -4.75770 1.08936 5.86746 0.61
C -2.82300 -0.36699 4.63473 -0.72
Cl -2.28918 -0.76891 6.23465 0.61
C -0.93117 4.98735 -0.21832 -0.02
C -0.55739 3.72740 0.55145 -0.39
O -1.06183 2.67824 0.14427 -0.12
C 0.34093 3.82792 1.68670 -0.11
C 1.04274 5.04075 1.87061 -0.08
C 1.93797 5.24696 2.88851 -0.14
C 2.15298 4.19819 3.80229 -0.12
C 1.49112 3.01353 3.68350 -0.03
C 0.54465 2.73915 2.62714 -0.37
O -0.04481 1.62797 2.59721 -0.07
H -1.72314 4.72205 -0.91524 0.07
H -0.07600 5.35760 -0.78822 0.08
H -1.26519 5.78854 0.44142 0.08
H 0.88221 5.83956 1.15867 0.09
H 2.47458 6.18302 2.97939 0.08
H 2.85944 4.33156 4.61668 0.09
H 1.65162 2.20431 4.38655 0.10
C -2.40531 -5.83166 1.85467 -0.09
C -1.70309 -5.18553 0.67296 -0.26
N -1.94331 -3.74740 0.67205 -0.02
C -1.18803 -2.92518 -0.13962 -0.87
S -1.87814 -1.94309 -1.28884 0.63
N 0.14867 -2.94167 0.01168 0.00
C 0.90110 -3.36070 1.18132 -0.28
C 1.99432 -4.35500 0.81727 -0.09
H -2.27982 -6.91652 1.84071 0.06
H -3.47583 -5.61625 1.83410 0.07
H -2.00883 -5.44050 2.79233 0.07
H -2.04488 -5.63591 -0.26952 0.12
H -0.63084 -5.36592 0.73143 0.09
H -2.91626 -3.52616 0.50893 0.10
H 0.59544 -2.23739 -0.56828 0.05
H 0.20751 -3.76090 1.91840 0.07
H 1.34200 -2.47224 1.63886 0.10
H 1.58532 -5.24369 0.33165 0.06
H 2.54007 -4.66685 1.71101 0.07
H 2.70944 -3.90039 0.12910 0.07
Cl 3.90667 3.82112 -4.23288 0.53
C 3.36572 2.59761 -3.09501 -0.72
C 3.46549 1.25303 -3.41667 -0.16
C 3.04892 0.29042 -2.52011 -0.10
C 2.47122 0.61139 -1.24937 -0.38
C 1.96884 -0.33396 -0.35941 -0.07
C 2.43205 2.01467 -0.96029 -0.09
C 2.85801 2.96906 -1.85145 -0.16
H 3.87612 0.95491 -4.37518 0.09
H 3.14275 -0.75156 -2.79999 0.09
H 1.68782 -0.01275 0.63819 0.03
H 2.11023 -1.39534 -0.54348 0.01
H 2.03900 2.33962 -0.00186 0.10
H 2.79655 4.01813 -1.58307 0.09
Br -1.53114 2.07324 -6.19870 0.66
C -0.62182 0.52420 -5.58490 -0.73
C -0.20602 -0.39276 -6.54317 -0.16
C 0.45027 -1.54377 -6.14586 -0.11
C 0.68908 -1.76802 -4.79837 -0.09
C 0.28086 -0.84259 -3.85268 -0.18
C -0.38569 0.32124 -4.23520 -0.72
I -0.93951 1.61656 -2.70554 1.09
H -0.40023 -0.19610 -7.58897 0.09
H 0.77498 -2.26092 -6.89064 0.09
H 1.20283 -2.66587 -4.47463 0.10
H 0.47075 -0.99969 -2.79865 0.04
```